No. 1
The following is a DFT calculation (ωB97M-V/def2-TZVPD) of a structure of composition CH3PS3 in a non-equilibrium geometry.

CARTESIAN COORDINATES (ANGSTROEM)
C: 1.794 0.223 -0.028
P: -1.446 0.139 -0.257
S: 1.499 1.748 -0.063
S: 3.195 -0.751 -0.167
S: 0.032 -1.241 0.051
H: -1.825 0.525 1.140
H: -2.214 -0.963 -0.430
H: 4.135 0.333 0.073

Cartesian forces, eV/Å:
-1.64 -2.56 -0.38
0.47 2.05 0.97
-0.32 1.02 0.18
1.06 1.59 0.64
3.03 1.05 0.27
0.15 -0.66 -1.21
-1.41 -0.88 -0.02
-1.33 -1.61 -0.46

Energy above the lowest of the compared OMol25 structures with the same formula, charge and spin (kJ/mol): 115.5
Total charge: 0
Kohn-Sham gap (Eh): 0.307
Lowest unoccupied orbital energy (eV): -0.402

Atom charges from the natural (NBO) analysis, given in e for atoms 1 to 2: -0.440 0.209

No. 2
The following is a DFT calculation (ωB97M-V/def2-TZVPD) of an isolated molecule of C2HNO2 in a non-equilibrium geometry.

CARTESIAN COORDINATES (ANGSTROEM)
C: 1.056 -0.925 0.080
C: -0.708 0.283 -0.819
N: 0.251 0.074 0.062
O: -1.674 0.489 -1.389
O: -0.278 0.969 0.932
H: 1.354 -0.890 1.135

Cartesian forces, eV/Å:
0.77 -0.92 0.23
-1.46 0.97 0.21
-0.85 0.41 -0.52
0.99 -0.41 -0.16
-0.07 0.23 0.06
0.61 -0.28 0.18

Energy above the lowest of the compared OMol25 structures with the same formula, charge and spin (kJ/mol): 641.5
Total charge: 0
Kohn-Sham gap (Eh): 0.337
Lowest unoccupied orbital energy (eV): -0.985

Atom charges from the natural (NBO) analysis, given in e for atoms 1 to 2: -0.048 1.003

No. 3
The following is a DFT calculation (ωB97M-V/def2-TZVPD) of a cluster of 10 separate species, C6H33NO10 in total in a non-equilibrium geometry.

CARTESIAN COORDINATES (ANGSTROEM)
C: 0.638 3.784 -1.433
C: 0.018 2.436 -1.773
C: -1.326 2.537 -2.670
C: -0.344 1.626 -0.495
C: -0.087 0.042 -0.936
N: 1.343 -0.319 -1.129
C: -0.886 -0.603 0.219
O: -1.688 -1.599 -0.371
H: 1.188 3.652 -0.448
H: 0.091 4.691 -1.242
H: 1.544 3.969 -1.959
H: 0.791 1.956 -2.373
H: -1.991 1.724 -2.368
H: -1.846 3.550 -2.543
H: -0.983 2.609 -3.756
H: 0.379 1.856 0.409
H: -1.422 1.760 -0.193
H: -0.522 -0.328 -1.773
H: 1.690 -1.081 -0.503
H: 1.798 -0.349 -2.020
H: -0.301 -1.046 1.071
H: -1.619 0.026 0.764
H: -2.265 -1.319 -0.958
O: 0.549 -3.399 2.995
H: 0.043 -4.153 2.789
H: -0.096 -2.752 3.252
O: -1.157 -4.426 1.083
H: -0.918 -4.551 0.198
H: -1.965 -3.953 1.117
O: 2.974 1.484 -0.218
H: 3.133 1.827 0.627
H: 2.042 1.198 -0.297
O: 4.381 -0.681 1.450
H: 4.762 -1.087 0.589
H: 3.618 -0.117 0.991
O: 1.870 -1.765 1.286
H: 2.571 -1.422 1.726
H: 1.954 -2.660 1.489
O: 1.897 2.592 1.777
H: 2.160 1.895 2.442
H: 1.982 3.355 2.486
O: -0.240 -3.001 -2.432
H: -0.735 -2.498 -1.699
H: -0.735 -2.895 -3.183
O: -2.867 -1.143 2.437
H: -3.543 -1.620 2.898
H: -3.034 -1.379 1.575
O: -4.088 0.335 0.087
H: -4.989 0.721 0.029
H: -3.770 0.521 0.990

Cartesian forces, eV/Å:
1.74 -0.43 2.59
-2.06 1.26 0.14
1.83 1.93 -0.36
1.81 -1.19 -1.30
1.24 2.47 4.21
-0.57 -0.61 2.59
0.38 -0.71 0.85
3.71 -4.71 4.55
-0.85 -0.05 -0.59
-0.81 0.15 -0.55
0.29 0.56 -1.42
-0.20 -0.54 0.24
-0.03 0.08 -0.73
0.58 -1.44 0.35
-0.86 -0.78 1.21
-1.71 -0.50 -1.79
1.22 0.03 -0.37
-2.08 0.06 -2.80
-0.62 1.00 -0.75
-0.71 0.07 -0.51
-0.24 0.03 -1.30
0.92 0.47 -0.70
-4.36 2.89 -4.15
1.51 0.77 0.84
-1.01 -1.51 -0.70
-0.37 0.63 0.08
0.52 -0.82 2.19
0.41 -0.08 -2.08
-1.04 0.78 -0.29
0.61 -1.05 -1.92
0.05 1.26 1.49
0.68 -0.25 -0.07
-1.30 0.72 -3.48
-0.76 0.89 2.24
2.38 -1.16 0.98
-3.21 0.42 -2.46
3.63 1.90 2.05
-0.50 -2.55 0.56
0.78 1.59 4.78
-0.53 0.29 -1.25
-0.47 -1.54 -2.48
0.98 0.43 4.29
0.98 -1.02 -1.26
-1.94 0.38 -2.96
0.76 1.01 2.74
-0.58 -0.30 0.84
-0.23 -0.85 -3.58
-0.62 0.37 0.29
0.94 -0.35 0.14
-0.32 -0.02 -0.42

Energy above the lowest of the compared OMol25 structures with the same formula, charge and spin (kJ/mol): 542.8
Total charge: 0
SMILES: CC(C)C[C@@H](N)CO.O.O.O.O.O.O.O.O.O
Kohn-Sham gap (Eh): 0.310
Lowest unoccupied orbital energy (eV): 0.083

Atom charges from the natural (NBO) analysis, given in e for atoms 1 to 2: -0.639 -0.235

No. 4
The following is a DFT calculation (ωB97M-V/def2-TZVPD) of a cluster of 2 separate species, C4H10O in total in a non-equilibrium geometry.

CARTESIAN COORDINATES (ANGSTROEM)
C: -1.019 -1.419 -1.867
C: -0.081 -0.532 -2.200
H: -2.038 -1.055 -1.871
H: -0.806 -2.363 -1.385
H: -0.432 0.469 -2.412
H: 0.959 -0.826 -2.203
C: -0.475 -0.355 1.425
C: 0.149 1.055 1.478
O: 1.439 1.107 0.893
H: -0.252 -1.009 0.596
H: -1.557 -0.249 1.540
H: -0.118 -0.869 2.323
H: -0.516 1.811 1.045
H: 0.208 1.338 2.528
H: 1.305 1.259 -0.045

Cartesian forces, eV/Å:
0.22 1.01 0.42
-0.70 -0.89 0.24
-0.19 -0.36 0.08
0.00 -0.27 -0.52
0.50 0.10 -0.45
0.15 0.42 0.03
-0.05 0.39 1.39
-0.54 -0.49 -0.34
0.01 0.22 0.18
0.14 0.41 -0.45
-0.03 -0.18 -0.12
-0.10 -0.18 -0.12
0.05 -0.11 -0.30
0.39 0.02 0.04
0.14 -0.08 -0.10

Energy above the lowest of the compared OMol25 structures with the same formula, charge and spin (kJ/mol): 168.9
Total charge: 0
SMILES: C=C.CCO
Kohn-Sham gap (Eh): 0.411
Lowest unoccupied orbital energy (eV): 0.968

Atom charges from the natural (NBO) analysis, given in e for atoms 1 to 2: -0.379 -0.404

No. 5
The following is a DFT calculation (ωB97M-V/def2-TZVPD) of a structure of composition C23H23Br2N2OReSSeSi.

CARTESIAN COORDINATES (ANGSTROEM)
Re: 0.630 -0.224 -0.272
C: 0.902 -3.695 -0.632
C: 2.103 -2.919 -1.060
C: 3.213 -3.618 -1.576
C: 4.366 -2.965 -1.903
C: 4.457 -1.571 -1.715
C: 5.607 -0.781 -1.982
Br: 7.178 -1.590 -2.632
C: 5.589 0.568 -1.770
C: 4.429 1.203 -1.283
Br: 4.438 3.057 -1.021
C: 3.295 0.476 -1.011
O: 2.162 1.013 -0.564
C: 3.316 -0.921 -1.227
N: 2.145 -1.593 -0.925
H: 1.189 -4.725 -0.432
H: 0.144 -3.692 -1.416
H: 0.443 -3.269 0.259
H: 3.134 -4.689 -1.688
H: 5.218 -3.507 -2.289
H: 6.465 1.167 -1.973
C: -0.309 2.371 -2.014
C: -0.737 2.498 -0.587
C: -1.434 3.649 -0.161
C: -1.793 3.791 1.144
C: -1.446 2.796 2.084
C: -1.759 2.892 3.459
C: -1.362 1.908 4.319
C: -0.636 0.799 3.849
C: -0.327 0.673 2.517
S: 0.601 -0.712 1.944
C: -0.743 1.674 1.611
N: -0.435 1.534 0.273
H: -0.815 3.110 -2.630
H: -0.552 1.383 -2.411
H: 0.768 2.530 -2.087
H: -1.674 4.405 -0.894
H: -2.336 4.667 1.476
H: -2.306 3.756 3.813
H: -1.594 1.975 5.372
H: -0.317 0.037 4.549
C: -3.063 -1.553 1.698
Si: -3.310 -0.985 -0.060
C: -3.831 0.812 -0.138
C: -4.495 -2.089 -0.981
Se: -1.353 -1.209 -1.280
H: -4.038 -1.803 2.125
H: -2.615 -0.781 2.323
H: -2.438 -2.445 1.752
H: -4.890 0.920 0.107
H: -3.677 1.225 -1.136
H: -3.265 1.412 0.577
H: -5.516 -1.924 -0.632
H: -4.250 -3.140 -0.816
H: -4.474 -1.900 -2.055

Cartesian forces, eV/Å:
-0.04 0.48 -0.46
-0.05 0.00 0.00
0.11 -0.12 0.06
-0.06 0.08 0.04
0.00 0.00 0.01
0.11 0.04 -0.04
-0.10 0.04 0.04
0.04 -0.01 -0.02
-0.03 -0.04 0.01
0.06 -0.18 -0.07
-0.05 0.03 0.02
0.14 -0.01 -0.03
-0.06 0.02 -0.06
0.06 0.11 -0.05
-0.09 -0.04 0.11
-0.01 -0.01 0.01
0.01 -0.01 -0.01
0.01 -0.01 -0.01
0.00 -0.01 0.00
0.00 -0.01 0.00
0.01 -0.01 -0.01
-0.07 -0.02 0.00
-0.03 0.09 0.00
0.03 -0.05 0.00
0.01 0.01 -0.01
0.00 0.00 0.07
0.02 -0.02 -0.04
-0.01 0.02 -0.01
-0.01 0.00 0.01
-0.06 0.04 0.02
-0.07 -0.13 0.29
0.04 -0.06 -0.02
0.08 -0.07 0.26
0.02 0.01 0.01
0.03 -0.01 0.01
0.01 -0.01 -0.01
0.00 0.00 0.00
0.00 0.01 0.01
-0.01 0.01 0.00
0.00 0.01 0.01
0.01 -0.02 -0.02
-0.02 -0.03 -0.04
-0.21 0.12 0.04
0.08 -0.07 0.02
0.04 0.00 0.04
0.10 -0.21 -0.13
-0.02 0.01 0.01
0.03 0.02 -0.01
0.00 0.00 -0.01
-0.03 -0.05 0.03
-0.02 -0.01 -0.02
-0.03 0.00 -0.03
-0.01 0.01 0.03
0.01 0.00 -0.03
0.01 0.02 -0.01

Total charge: +1
Kohn-Sham gap (spin up / spin down) (Eh): 0.223 / 0.235
Multiplicity: 4
Lowest unoccupied orbital energy (spin up / spin down) (eV): -4.053 / -4.570
⟨S²⟩: 3.78

Atom charges from the natural (NBO) analysis, given in e for atoms 1 to 2: 1.281 -0.667

No. 6
The following is a DFT calculation (ωB97M-V/def2-TZVPD) of a structure of composition C6H12N2 in a non-equilibrium geometry.

CARTESIAN COORDINATES (ANGSTROEM)
C: 0.590 0.588 0.105
C: 1.905 -0.046 -0.365
C: -2.189 -0.195 -0.158
C: 0.369 2.060 0.211
N: -0.800 -0.396 -0.503
N: -0.485 -1.620 -1.110
C: 0.494 -0.370 1.203
C: 1.752 -0.834 0.921
H: -0.741 -2.415 -0.520
H: -0.985 -1.708 -1.992
H: 1.805 -0.623 -1.287
H: 2.753 0.641 -0.443
H: -0.147 -0.412 2.071
H: 2.395 -1.565 1.386
H: -2.819 -0.265 -1.055
H: -2.550 -0.945 0.565
H: -2.331 0.795 0.276
H: 1.254 2.527 0.650
H: 0.224 2.480 -0.785
H: -0.493 2.302 0.831

Cartesian forces, eV/Å:
-3.71 -2.13 -0.77
-0.18 0.07 0.20
0.58 0.10 0.09
-0.33 -0.15 -0.51
1.00 1.29 -1.43
-0.08 0.60 0.29
4.00 0.89 1.49
-0.85 -0.58 0.66
0.07 0.19 0.01
0.12 0.03 0.03
-0.03 0.00 0.11
-0.14 0.06 0.02
-0.27 -0.21 -0.19
-0.04 -0.30 -0.09
-0.07 0.05 0.04
0.00 0.05 0.00
0.00 0.01 0.01
-0.03 -0.14 0.03
-0.01 0.13 0.02
-0.03 0.00 0.00

Energy above the lowest of the compared OMol25 structures with the same formula, charge and spin (kJ/mol): 477.5
Total charge: 0
Kohn-Sham gap (Eh): 0.297
Lowest unoccupied orbital energy (eV): 1.059

Atom charges from the natural (NBO) analysis, given in e for atoms 1 to 2: 0.234 -0.469